The following is a quantum chemistry calculation of a 4-piece molecular cluster, C35H60ClN2O4S overall at a distorted geometry, from the OMol25 dataset.

Structure (XYZ):
```
103
Properties=species:S:1:pos:R:3:forces:R:3
C -0.571 -1.996 -0.342 0.3 0.0 0.1
C -0.528 -0.880 0.092 -0.1 -0.1 -0.3
C -0.461 0.505 0.553 -0.1 0.1 0.2
N -0.461 1.512 -0.492 0.4 0.3 0.1
C -0.137 2.870 -0.092 0.2 -0.4 0.4
C -0.336 3.212 1.393 0.0 0.3 0.1
C 0.948 3.120 2.241 -0.2 -0.2 -0.2
C 0.740 2.898 3.736 0.1 0.5 -0.3
S 0.721 1.222 4.308 0.5 0.0 0.7
O 0.876 1.248 5.732 -0.2 0.1 0.0
O 1.609 0.415 3.539 -0.2 0.0 -0.3
Cl -1.194 0.629 3.986 -0.1 -0.1 -0.1
C -0.164 1.103 -1.855 0.1 -0.1 -0.4
C -0.074 2.310 -2.834 0.0 -0.3 -0.4
C 1.209 3.000 -2.942 -0.9 -0.1 0.4
C 2.222 3.629 -2.976 0.8 0.6 -0.1
C -1.441 0.316 -2.461 -0.5 0.4 0.9
O -2.440 0.355 -1.730 -0.3 0.0 0.4
O -1.324 -0.117 -3.598 0.3 -0.4 -1.2
C 1.177 0.360 -1.968 0.1 -0.1 0.1
C 2.149 0.541 -0.974 -0.1 0.1 0.1
C 3.367 -0.102 -1.044 -0.1 -0.1 -0.3
C 3.606 -0.923 -2.139 -0.1 0.1 0.2
C 2.605 -1.017 -3.094 0.3 -0.2 0.0
N 1.433 -0.401 -3.032 0.0 0.2 0.1
H -0.522 -2.949 -0.808 -0.2 0.0 0.1
H -1.313 0.669 1.216 -0.1 -0.1 -0.1
H 0.435 0.561 1.190 0.0 0.0 0.0
H -0.759 3.567 -0.651 0.0 0.0 -0.2
H 0.917 3.101 -0.309 0.0 0.3 -0.2
H -1.170 2.686 1.854 0.0 -0.2 -0.1
H -0.616 4.268 1.405 -0.2 0.0 0.1
H 1.466 4.074 2.139 0.2 0.0 0.0
H 1.631 2.365 1.852 0.0 -0.1 0.0
H -0.157 3.392 4.105 -0.1 -0.1 0.1
H 1.586 3.298 4.297 0.1 -0.1 0.1
H -0.866 3.029 -2.632 -0.1 0.0 0.1
H -0.305 1.865 -3.806 0.1 0.0 0.0
H 3.091 4.240 -2.976 0.1 -0.1 -0.1
H 1.936 1.188 -0.139 0.0 0.0 0.0
H 4.105 0.025 -0.264 0.0 0.0 0.0
H 4.534 -1.468 -2.245 0.0 0.0 -0.1
H 2.774 -1.637 -3.968 -0.1 0.0 -0.1
C -4.514 0.132 10.397 0.0 -0.1 0.0
C -3.906 -1.209 9.995 0.0 0.1 0.1
C -2.489 -1.092 9.436 0.0 0.0 0.0
C -2.367 -0.260 8.158 0.0 0.0 0.0
C -3.227 -0.744 6.992 0.1 0.0 0.0
C -2.872 -2.150 6.517 -0.1 0.0 0.0
H -4.615 0.801 9.542 0.0 0.0 0.0
H -5.508 -0.004 10.826 0.0 0.0 0.0
H -3.893 0.631 11.144 0.0 0.0 0.0
H -4.558 -1.701 9.268 0.0 0.0 0.0
H -3.880 -1.863 10.872 0.0 0.0 0.0
H -2.096 -2.097 9.256 0.0 0.0 0.0
H -1.842 -0.650 10.200 0.0 0.0 0.0
H -1.319 -0.254 7.845 0.0 0.0 0.0
H -2.619 0.782 8.375 0.0 0.0 0.0
H -3.095 -0.049 6.161 0.0 0.0 0.0
H -4.287 -0.704 7.258 0.0 0.0 0.0
H -1.823 -2.203 6.217 0.0 0.0 0.0
H -3.478 -2.433 5.656 0.0 0.0 0.0
H -3.041 -2.895 7.296 0.0 0.0 0.0
C 1.430 -9.140 -2.729 0.1 0.0 0.1
C 1.040 -9.047 -1.257 0.0 0.0 -0.1
C -0.190 -8.177 -1.007 0.0 0.0 0.0
C -0.037 -6.712 -1.420 0.0 0.0 0.0
C 1.126 -5.976 -0.755 -0.1 0.1 0.1
C 1.004 -5.892 0.764 0.1 0.0 -0.1
H 1.701 -8.165 -3.136 0.0 0.0 0.0
H 2.289 -9.801 -2.863 0.0 0.0 0.0
H 0.606 -9.537 -3.325 0.0 0.0 0.0
H 1.889 -8.672 -0.678 0.0 0.0 0.0
H 0.836 -10.053 -0.880 0.0 0.0 0.0
H -0.453 -8.233 0.053 0.0 0.0 0.0
H -1.041 -8.603 -1.550 0.0 0.0 0.0
H -0.968 -6.187 -1.187 0.0 0.0 0.0
H 0.078 -6.647 -2.505 0.0 0.0 0.0
H 1.169 -4.963 -1.161 0.0 0.0 0.0
H 2.075 -6.450 -1.021 0.0 0.0 0.0
H 0.078 -5.391 1.051 0.0 0.0 0.0
H 1.834 -5.321 1.183 0.0 0.0 0.0
H 1.016 -6.880 1.229 0.0 0.0 0.0
C 2.397 6.330 -9.067 0.0 0.1 0.0
C 2.143 6.629 -7.592 0.0 0.0 -0.1
C 2.020 5.375 -6.729 0.0 0.0 0.1
C 0.872 4.435 -7.089 0.0 -0.1 -0.1
C -0.531 5.034 -7.047 0.0 0.0 0.1
C -0.951 5.516 -5.660 -0.1 -0.1 -0.1
H 1.571 5.774 -9.512 0.0 0.0 0.0
H 2.517 7.253 -9.638 0.0 0.0 0.0
H 3.307 5.739 -9.191 0.0 0.0 0.0
H 1.242 7.243 -7.494 0.0 0.0 0.0
H 2.968 7.235 -7.207 0.0 0.0 0.0
H 1.936 5.671 -5.679 0.0 0.0 0.0
H 2.952 4.806 -6.803 0.0 0.0 0.0
H 0.905 3.585 -6.402 0.0 0.0 0.0
H 1.046 4.020 -8.087 0.0 0.0 0.0
H -1.230 4.259 -7.371 0.0 0.0 0.0
H -0.628 5.853 -7.768 0.1 0.0 0.0
H -0.880 4.695 -4.944 0.0 0.0 0.1
H -1.986 5.859 -5.678 0.0 0.0 0.1
H -0.331 6.338 -5.299 0.0 0.0 0.0
```
Forces are in eV/Å.

Summary:
- frontier orbital gap (eV) = 6.177
- calculated total energy (eV) = -71793.67114
- net charge = -1
- LUMO (eV) = 2.08

---

The following is a quantum chemistry calculation of one molecule with the formula C4H4ClNO3 at a distorted geometry, from the OMol25 dataset.

Structure (XYZ):
```
13
Properties=species:S:1:pos:R:3:forces:R:3
H 2.477 1.148 0.844 1.0 0.0 0.9
N 1.875 1.365 0.078 -0.6 -0.2 -0.4
C 0.938 0.530 0.109 -0.7 -0.1 -1.3
C 0.606 -0.514 1.149 -0.6 0.4 1.6
O 1.182 -0.201 2.345 -0.1 1.3 1.3
O -0.868 -0.392 1.317 1.4 0.3 -1.1
C -1.368 0.127 0.157 -0.5 -1.8 -0.6
O -2.538 0.131 -0.065 0.1 0.6 0.0
C -0.228 0.491 -0.827 -1.2 2.3 0.0
Cl 0.081 -0.671 -2.118 -0.3 -0.3 0.1
H 0.857 -1.560 0.977 -0.1 0.1 -0.5
H 0.813 0.680 2.648 0.6 -1.4 -0.4
H -0.561 1.472 -1.304 0.9 -1.2 0.6
```
Forces are in eV/Å.

Summary:
- energy above the lowest of the compared OMol25 structures with the same formula, charge and spin (kJ/mol) = 0.0
- frontier orbital gap (eV) = 10.633
- calculated total energy (eV) = -24367.10755
- SMILES = [H]/N=C1\[C@@H](O)OC(=O)[C@@H]1Cl
- net charge = 0
- LUMO (eV) = -0.07